Record 1
DFT (ωB97M-V with the def2-TZVPD basis set) results for C31H30O17V2 as an isolated structure at a distorted geometry.

* E_tot: -4366.39888 Ha
* Kohn-Sham gap: 4.563 eV
* E_LUMO: -3.18 eV
* energy relative to the best compared isomer or geometry (same formula, charge and spin): 0.000 eV

Structure (XYZ):
```
80
C31H30O17V2 ωB97M-V with the def2-TZVPD basis set
O -4.036 12.008 -19.485
V -4.452 10.485 -19.490
O -3.421 9.678 -18.589
O -7.126 12.358 -22.640
V -7.902 11.038 -22.168
O -9.254 10.937 -22.990
C -6.691 9.302 -20.567
O -5.916 8.573 -19.899
O -7.767 8.981 -21.166
O -6.380 10.559 -20.623
C -1.662 5.227 -18.785
C -2.188 6.144 -19.680
C -3.519 6.066 -20.033
C -4.364 5.162 -19.392
C -3.832 4.271 -18.489
C -2.485 4.286 -18.186
O -1.970 3.370 -17.294
O -4.039 6.954 -20.945
H -0.589 5.169 -18.640
H -1.547 6.846 -20.197
H -5.403 5.113 -19.699
H -4.422 3.487 -18.027
H -1.178 2.986 -17.680
H -4.816 7.427 -20.615
C -5.016 9.500 -25.646
C -3.992 8.617 -25.938
C -3.805 7.495 -25.132
C -4.633 7.249 -24.051
C -5.624 8.170 -23.744
C -5.843 9.264 -24.554
O -6.740 10.244 -24.145
O -2.779 6.656 -25.489
H -5.138 10.408 -26.228
H -3.350 8.760 -26.796
H -4.447 6.446 -23.350
H -6.212 8.101 -22.837
H -6.678 11.054 -24.663
H -2.914 5.794 -25.084
C -8.273 5.660 -19.872
C -8.597 4.680 -18.944
C -8.861 3.393 -19.369
C -8.722 3.095 -20.718
C -8.395 4.074 -21.646
C -8.250 5.392 -21.233
O -8.119 6.360 -22.175
O -9.199 2.433 -18.468
H -8.126 6.695 -19.579
H -8.560 4.982 -17.904
H -9.018 2.138 -21.135
H -8.423 3.922 -22.719
H -7.988 7.246 -21.811
H -9.568 1.608 -18.789
C -6.481 6.452 -15.755
C -7.546 5.790 -15.154
C -8.846 6.089 -15.518
C -9.085 7.050 -16.495
C -8.041 7.752 -17.064
C -6.739 7.393 -16.726
O -5.670 8.072 -17.275
O -9.950 5.596 -14.876
H -5.470 6.223 -15.451
H -7.388 5.053 -14.372
H -10.125 7.173 -16.776
H -8.257 8.437 -17.874
H -5.788 8.131 -18.232
H -9.680 4.797 -14.411
C -13.615 9.585 -19.327
C -12.299 9.445 -18.889
C -11.292 9.340 -19.830
C -11.576 9.487 -21.185
C -12.871 9.763 -21.571
C -13.922 9.799 -20.660
O -15.174 10.102 -21.109
O -10.032 9.082 -19.375
H -14.396 9.634 -18.572
H -12.108 9.377 -17.827
H -10.776 9.446 -21.908
H -13.065 10.013 -22.608
H -15.672 10.564 -20.429
H -9.310 9.101 -20.016
```

Atomic partial charges in e from the Löwdin method, atoms 1 to 6:
1 O -0.26
2 V 1.15
3 O -0.23
4 O -0.29
5 V 1.08
6 O -0.26

***

Record 2
DFT (ωB97M-V with the def2-TZVPD basis set) results for C3H3N3O in the gas phase.

* SMILES: [H]/N=N/C=C\N=C=O
* E_tot: -355.55370 Ha
* Kohn-Sham gap: 8.607 eV
* E_LUMO: -0.67 eV
* energy relative to the best compared isomer or geometry (same formula, charge and spin): 2.345 eV

Structure (XYZ):
```
10
C3H3N3O ωB97M-V with the def2-TZVPD basis set
O 2.146 -1.215 0.281
C 0.984 -1.197 0.122
N 0.901 1.863 0.122
N 0.358 0.753 0.046
C -0.992 0.537 -0.131
C -1.216 -0.802 -0.162
N -0.172 -1.694 -0.036
H 1.907 1.660 0.255
H -1.717 1.337 -0.216
H -2.200 -1.243 -0.282
```

Atomic partial charges in e from the Löwdin method, atoms 1 to 6:
1 O 0.15
2 C -0.34
3 N 0.14
4 N -0.12
5 C -0.12
6 C -0.10

***

Record 3
DFT (ωB97M-V with the def2-TZVPD basis set) results for C15H19BrClNO in the gas phase.

* SMILES: C=CCN(CC=C)CCCOc1ccc(Br)cc1Cl
* E_tot: -3747.10584 Ha
* Kohn-Sham gap: 9.217 eV
* E_LUMO: 0.71 eV
* energy relative to the best compared isomer or geometry (same formula, charge and spin): 0.183 eV

Structure (XYZ):
```
38
C15H19BrClNO ωB97M-V with the def2-TZVPD basis set
C -2.647 -2.406 2.400
C -3.258 -2.136 1.262
C -2.741 -1.154 0.253
N -3.643 -0.020 0.096
C -2.969 1.238 -0.126
H -3.712 2.037 -0.050
C -2.220 1.366 -1.468
C -1.292 2.581 -1.454
H -1.863 3.485 -1.225
H -0.804 2.717 -2.427
O -0.335 2.509 -0.415
C 0.654 1.589 -0.470
C 1.041 0.870 -1.598
C 2.092 -0.029 -1.543
C 2.769 -0.219 -0.354
C 2.412 0.480 0.789
C 1.361 1.372 0.725
Cl 0.891 2.248 2.132
H 2.939 0.331 1.718
Br 4.210 -1.455 -0.275
H 2.380 -0.576 -2.427
H 0.531 1.011 -2.537
H -1.632 0.461 -1.633
H -2.926 1.473 -2.292
H -2.254 1.376 0.689
C -4.741 -0.275 -0.819
C -5.805 -1.120 -0.187
C -6.425 -2.116 -0.791
H -7.206 -2.680 -0.310
H -6.179 -2.410 -1.800
H -6.059 -0.834 0.824
H -5.193 0.691 -1.070
H -4.403 -0.745 -1.760
H -2.592 -1.681 -0.708
H -1.770 -0.784 0.592
H -4.186 -2.625 1.005
H -3.041 -3.119 3.104
H -1.721 -1.927 2.675
```

Atomic partial charges in e from the Löwdin method, atoms 1 to 6:
1 C 0.01
2 C -0.16
3 C -0.20
4 N -0.18
5 C -0.19
6 H 0.13

***

Record 4
DFT (ωB97M-V with the def2-TZVPD basis set) results for C6H7NdO6 as an isolated structure at a distorted geometry.

* E_tot: -1245.38312 Ha
* ⟨S²⟩: 6.01
* multiplicity: 5
* Kohn-Sham gap (alpha / beta): 6.092 / 9.174 eV
* E_LUMO (alpha / beta): -5.15 / -5.04 eV
* energy relative to the best compared isomer or geometry (same formula, charge and spin): 0.228 eV
* net charge: +1

Structure (XYZ):
```
20
C6H7NdO6 ωB97M-V with the def2-TZVPD basis set
O -0.291 -0.830 1.346
O 1.714 -1.238 0.291
C 1.384 -2.262 -0.632
C 0.563 -1.510 -1.672
O -0.104 -0.520 -0.893
C 0.598 -0.416 0.458
H 2.311 -2.688 -1.030
H 0.796 -3.054 -0.142
H -0.172 -2.141 -2.185
H 1.209 -1.014 -2.411
Nd -2.198 -0.550 0.244
O -3.100 1.073 0.368
O -1.236 1.835 1.194
C -0.047 2.037 0.594
C 1.055 1.045 0.618
O -3.098 2.973 1.608
C -2.597 2.045 1.015
H -0.162 2.836 -0.135
H 1.764 1.262 -0.196
H 1.611 1.119 1.563
```

Atomic partial charges in e from the Löwdin method, atoms 1 to 6:
1 O -0.20
2 O 0.01
3 C -0.12
4 C -0.13
5 O -0.24
6 C -0.68

***

Record 5
DFT (ωB97M-V with the def2-TZVPD basis set) results for C10H20N2PbSi as an isolated structure at a distorted geometry.

* E_tot: -984.20692 Ha
* Kohn-Sham gap (alpha / beta): 6.601 / 5.201 eV
* E_LUMO (alpha / beta): -9.97 / -11.04 eV
* net charge: +2

Structure (XYZ):
```
34
C10H20N2PbSi ωB97M-V with the def2-TZVPD basis set
Pb -1.536 -1.536 -1.239
C -3.376 -0.019 -1.553
H -4.329 -0.606 -1.542
H -3.407 0.776 -0.795
H -3.271 0.461 -2.533
H -3.553 2.871 -1.568
H -2.950 2.920 -2.058
C -3.350 -0.163 1.961
C -1.853 -0.258 2.013
C -1.142 -0.191 3.208
C 0.262 -0.188 3.186
C 0.929 -0.154 1.963
C 0.164 -0.273 0.771
N -1.215 -0.418 0.846
N 0.615 -0.378 -0.490
Si 2.267 -0.207 -1.153
C 3.210 1.243 -0.423
C 3.236 -1.743 -0.697
C 2.195 0.022 -3.012
H -3.665 0.744 1.429
H -3.799 -1.011 1.431
H -3.784 -0.122 2.966
H -1.699 -0.156 4.143
H 0.844 -0.175 4.107
H 2.016 -0.102 1.856
H 3.085 1.327 0.663
H 4.288 1.102 -0.592
H 2.925 2.203 -0.875
H 2.857 -2.624 -1.234
H 4.304 -1.617 -0.934
H 3.167 -1.929 0.385
H 1.616 -0.779 -3.492
H 1.743 0.985 -3.289
H 3.206 -0.003 -3.449
```

Atomic partial charges in e from the Löwdin method, atoms 1 to 6:
1 Pb 1.57
2 C -0.16
3 H 0.06
4 H -0.02
5 H 0.02
6 H 0.05

***

Record 6
DFT (ωB97M-V with the def2-TZVPD basis set) results for C7H8N4S in the gas phase at a distorted geometry.

* SMILES: c1nc2c(s1)[C@H]1NN=N[C@H]1CC2
* E_tot: -888.71041 Ha
* Kohn-Sham gap: 9.481 eV
* E_LUMO: 0.57 eV
* energy relative to the best compared isomer or geometry (same formula, charge and spin): 0.868 eV

Structure (XYZ):
```
20
C7H8N4S ωB97M-V with the def2-TZVPD basis set
C -0.232 2.444 2.035
C -0.489 0.493 1.092
C 0.214 1.098 0.088
C -0.964 -0.916 0.975
C -1.271 -1.222 -0.490
C 0.613 0.431 -1.160
C -0.064 -0.935 -1.383
N -0.732 1.274 2.172
N 0.985 -1.939 -1.134
N 2.078 -1.428 -0.927
N 2.115 -0.126 -1.024
S 0.602 2.731 0.536
H -0.303 3.217 2.776
H -0.182 -1.593 1.329
H -1.846 -1.061 1.597
H -1.521 -2.278 -0.605
H -2.121 -0.623 -0.823
H 0.619 1.084 -2.028
H -0.353 -1.054 -2.431
H 2.851 0.403 -0.594
```

Atomic partial charges in e from the Löwdin method, atoms 1 to 6:
1 C -0.45
2 C -0.33
3 C -0.47
4 C -0.12
5 C -0.15
6 C -0.18